[1]
A cluster of 2 separate species, C4H12NOPS in total, computed with ωB97M-V/def2-TZVPD.

Last column: Mulliken charge in e.
Positions of all 20 atoms, in Å:
C: 0.580 1.804 -0.488  -1.318
C: 1.432 -0.557 -0.841  -1.684
C: -2.930 -0.088 -0.201  -0.550
C: 1.303 0.646 0.147  0.423
N: 0.702 -1.521 1.822  -0.473
O: -1.692 -0.633 -0.367  -0.548
P: 0.182 -0.046 1.355  0.554
S: -0.685 0.959 2.721  -0.334
H: 0.859 2.747 0.103  0.319
H: 0.932 1.973 -1.432  0.449
H: -0.429 1.631 -0.483  0.276
H: 1.921 -1.266 -0.303  0.587
H: 2.362 -0.321 -1.587  0.330
H: 0.574 -0.783 -1.328  0.410
H: -2.835 0.758 0.506  0.236
H: -3.518 -0.985 0.223  0.203
H: -3.517 0.243 -1.233  0.145
H: 2.272 0.992 0.471  0.474
H: 0.849 -2.265 1.187  0.237
H: 0.424 -1.799 2.776  0.265

The calculation puts the total energy at -1029.036051 a.u. The energy above the lowest of the compared OMol25 structures with the same formula, charge and spin comes out at 3.491 eV. The HOMO-LUMO gap is 7.4 eV. The maximum force is 6.69 eV Å⁻¹.

---

[2]
A cluster of 2 separate species, C4H12NOS in total, computed with ωB97M-V/def2-TZVPD.

Last column: Mulliken spin population.
Positions of all 19 atoms, in Å:
C: -1.536 1.576 -1.379  -0.001
N: -1.630 1.047 0.055  0.001
C: -0.437 0.328 0.469  -0.001
C: -0.333 -0.232 1.850  -0.072
S: 1.456 -0.903 2.071  0.997
C: -0.120 -0.753 -0.565  0.018
H: -0.558 2.080 -1.414  0.000
H: -2.431 2.212 -1.704  0.000
H: -1.364 0.779 -2.225  0.000
H: -2.349 0.307 0.030  0.002
H: 0.473 1.015 0.548  0.002
H: -0.987 -1.087 2.279  0.004
H: -0.613 0.583 2.522  0.035
H: 0.825 -1.364 -0.321  0.011
H: -0.907 -1.458 -0.860  0.000
H: 0.263 -0.108 -1.426  -0.002
H: 3.567 -0.587 0.162  -0.004
H: 2.992 -1.972 0.101  0.004
O: 3.689 -1.462 -0.192  0.006

The calculation puts the total energy at -687.671419 a.u. The energy above the lowest of the compared OMol25 structures with the same formula, charge and spin comes out at 1.748 eV. As for the multiplicity: 2. The HOMO-LUMO gap (alpha / beta) is 10.3 / 7.0 eV. The maximum force is 3.43 eV Å⁻¹.

---

[3]
An isolated molecule of C4H12NPS, computed with ωB97M-V/def2-TZVPD.

Last column: Mulliken charge in e.
Positions of all 19 atoms, in Å:
C: 1.887 1.296 0.609  -0.988
C: 1.294 1.230 -0.812  -0.641
N: 0.449 0.047 -0.951  -0.321
P: -0.904 -0.173 -0.046  0.466
C: -0.639 -1.054 1.500  -0.972
C: -1.976 -1.282 -1.197  -1.088
S: -1.794 1.569 0.301  -0.438
H: 2.566 0.381 0.778  0.248
H: 2.369 2.278 0.647  0.350
H: 1.299 1.366 1.458  0.349
H: 0.539 1.981 -1.130  0.315
H: 2.132 1.266 -1.443  0.402
H: 0.911 -0.842 -1.162  0.328
H: -1.291 -1.990 1.729  0.312
H: 0.374 -1.354 1.482  0.345
H: -0.639 -0.270 2.254  0.321
H: -2.151 -0.894 -2.186  0.318
H: -1.534 -2.269 -1.256  0.369
H: -2.892 -1.286 -0.574  0.323

The calculation puts the total energy at -953.904017 a.u. The energy above the lowest of the compared OMol25 structures with the same formula, charge and spin comes out at 0.000 eV. The HOMO-LUMO gap is 8.9 eV. The SMILES is CCNP(C)(C)=S. The maximum force is 3.60 eV Å⁻¹.

---

[4]
A cluster of 2 separate species, C4H12NS2 in total, computed with ωB97M-V/def2-TZVPD.

Last column: Mulliken spin population.
Positions of all 19 atoms, in Å:
C: -2.890 0.257 1.866  0.027
S: -1.327 0.793 1.064  0.340
S: -0.074 -0.482 2.104  0.555
C: -0.320 -2.000 1.137  0.000
H: -3.314 -0.708 1.553  0.007
H: -2.795 0.153 2.977  0.002
H: -3.532 1.152 1.680  0.014
H: 0.075 -1.887 0.130  0.023
H: 0.295 -2.748 1.675  0.001
H: -1.361 -2.352 1.164  0.019
C: 1.791 0.333 -1.804  -0.001
C: 2.198 0.835 -2.991  0.002
N: 1.297 1.189 -0.758  0.002
H: 1.778 -0.723 -1.511  0.000
H: 2.443 0.095 -3.758  0.000
H: 2.167 1.896 -3.174  0.000
H: 1.693 0.898 0.137  0.000
H: 1.594 2.146 -0.887  0.000
H: 0.280 1.152 -0.603  0.009

The calculation puts the total energy at -1009.987668 a.u. The energy above the lowest of the compared OMol25 structures with the same formula, charge and spin comes out at 1.600 eV. As for the multiplicity: 2. The HOMO-LUMO gap (alpha / beta) is 10.1 / 5.9 eV. The charge is +2. The maximum force is 2.72 eV Å⁻¹.

---

[5]
The ion C4H12NSe with charge +1, computed with ωB97M-V/def2-TZVPD.

Last column: Mulliken charge in e.
Positions of all 18 atoms, in Å:
C: -0.936 2.073 -1.493  -0.855
Se: 0.797 2.152 -0.674  0.146
C: 1.122 0.004 -0.449  -1.056
N: -0.038 -0.572 0.302  0.013
C: -0.007 -2.034 0.150  -0.844
C: 0.125 -0.112 1.664  -0.850
H: -1.566 2.526 -0.767  0.286
H: -0.709 2.666 -2.398  0.351
H: -1.036 1.050 -1.728  0.292
H: 1.260 -0.365 -1.414  0.454
H: 2.004 0.008 0.100  0.498
H: -0.879 -0.075 0.040  0.352
H: 1.001 -2.483 0.409  0.309
H: -0.894 -2.286 0.777  0.402
H: -0.380 -2.389 -0.751  0.412
H: 1.093 -0.097 2.009  0.382
H: -0.452 0.825 1.888  0.354
H: -0.502 -0.891 2.337  0.354

The calculation puts the total energy at -2615.452365 a.u. The energy above the lowest of the compared OMol25 structures with the same formula, charge and spin comes out at 0.319 eV. The HOMO-LUMO gap is 9.3 eV. The SMILES is C[Se]C[NH+](C)C. The charge is +1. The maximum force is 6.61 eV Å⁻¹.

---

[6]
A cluster of 2 separate species, C4H12O in total, computed with ωB97M-V/def2-TZVPD.

Last column: Mulliken charge in e.
Positions of all 17 atoms, in Å:
C: -1.516 0.511 -2.201  -1.157
C: -1.498 0.625 -0.697  0.022
O: -2.835 0.541 -0.109  -0.562
H: -1.856 -0.460 -2.577  0.352
H: -0.480 0.711 -2.498  0.318
H: -2.216 1.187 -2.698  0.362
H: -0.977 -0.211 -0.237  0.113
H: -1.175 1.582 -0.332  0.249
H: -3.497 0.441 -0.802  0.294
C: 2.015 -0.415 0.785  -0.710
C: 1.921 -0.808 2.253  -0.866
H: 2.999 0.035 0.602  0.346
H: 1.987 -1.280 0.122  0.288
H: 1.301 0.357 0.514  0.102
H: 1.091 -1.473 2.473  0.281
H: 1.937 0.068 2.893  0.285
H: 2.798 -1.412 2.510  0.283

The calculation puts the total energy at -234.807860 a.u. The energy above the lowest of the compared OMol25 structures with the same formula, charge and spin comes out at 0.674 eV. The HOMO-LUMO gap is 11.2 eV. The SMILES is CCO.CC. The maximum force is 2.51 eV Å⁻¹.